# 1
Computed, not measured: 2 unconnected molecules or ions with the total composition C4H8N2S in a non-equilibrium geometry, with ωB97M-V/def2-TZVPD.

Each line ends with the natural charge from an NBO analysis.
Atoms and positions in Å:
C 1.267 -2.028 1.672  -0.468
C -0.095 0.343 -1.115  -0.024
C -1.197 0.950 -1.928  -0.688
C 0.175 1.127 0.155  -0.683
N 0.376 -1.227 2.128  0.060
N -0.405 -0.546 2.585  -0.051
S 0.733 -0.991 -1.466  0.016
H 1.105 -2.431 0.762  0.228
H 2.120 -2.299 2.375  0.230
H -2.025 0.994 -1.393  0.222
H -1.591 0.271 -2.703  0.229
H -0.879 1.898 -2.377  0.235
H 0.993 0.672 0.625  0.232
H -0.799 1.147 0.721  0.237
H 0.222 2.119 -0.041  0.224

## Properties
LUMO level, Eh: 0.0042
HOMO, eV: -8.24
Net charge: 0
Maximum force, eV/Å: 5.0
Relative energy (zero: lowest compared OMol25 entry of this formula, charge and spin), kJ/mol: 384.51
HOMO-LUMO gap, eV: 8.36


# 2
Computed, not measured: 11 unconnected molecules or ions with the total composition H24NO10 in a non-equilibrium geometry, with ωB97M-V/def2-TZVPD.

Each line ends with the natural charge from an NBO analysis.
Atoms and positions in Å:
N 0.382 -0.649 -0.070  -0.856
H 0.284 -0.306 0.834  0.441
H 1.290 -0.522 -0.364  0.437
H -0.350 0.000 -0.481  0.472
H 0.207 -1.723 -0.117  0.480
O -3.043 -0.007 -1.789  -0.932
H -3.809 -0.184 -2.171  0.474
H -3.240 -0.247 -0.788  0.475
O 1.384 0.247 3.407  -0.936
H 1.105 -0.581 3.637  0.471
H 1.917 0.167 2.619  0.465
O -1.443 -0.871 2.022  -0.970
H -2.052 -1.479 1.665  0.490
H -1.417 -0.948 2.970  0.498
O -0.940 -1.536 -2.386  -1.000
H -0.031 -1.281 -2.897  0.501
H -1.568 -0.896 -2.387  0.484
O 2.031 -2.049 -2.225  -0.945
H 2.257 -2.070 -3.118  0.480
H 2.889 -1.932 -1.859  0.469
O -2.089 1.828 1.698  -0.970
H -1.988 2.398 2.507  0.480
H -1.783 0.988 2.051  0.478
O 0.275 1.143 -2.774  -0.961
H 1.094 1.402 -2.794  0.445
H -0.164 1.791 -2.212  0.485
O 1.034 -2.369 2.497  -0.997
H 2.039 -2.616 2.484  0.505
H 0.507 -2.946 3.066  0.497
O 2.440 1.636 0.185  -0.921
H 2.840 1.755 -0.584  0.464
H 2.043 2.321 0.422  0.461
O -0.449 2.932 -0.944  -0.953
H -0.286 3.768 -1.326  0.490
H -1.358 2.831 -0.782  0.500

## Properties
LUMO level, Eh: -0.1130
HOMO, eV: -13.56
Net charge: +1
Maximum force, eV/Å: 11.4
Relative energy (zero: lowest compared OMol25 entry of this formula, charge and spin), kJ/mol: 411.46
HOMO-LUMO gap, eV: 10.48


# 3
Computed, not measured: a molecular structure, C50H47AsN3O4PbSSi, with ωB97M-V/def2-TZVPD.

Each line ends with the Löwdin charge.
Atoms and positions in Å:
Pb 0.317 0.311 0.010  1.301
S 3.113 -0.108 -1.149  0.482
C 2.929 1.609 -1.320  -0.797
C 3.866 2.419 -1.994  -0.125
C 3.657 3.781 -2.074  -0.099
C 2.519 4.349 -1.500  -0.092
C 1.628 3.505 -0.876  -0.135
N 1.825 2.185 -0.782  -0.090
H 4.735 1.952 -2.440  0.086
H 4.378 4.411 -2.585  0.096
H 2.333 5.414 -1.556  0.091
H 0.706 3.867 -0.425  0.096
O 0.384 -2.482 0.435  -0.588
As -0.424 -3.416 -0.676  1.150
C -0.539 -2.687 -2.465  -0.298
C 0.502 -1.820 -2.790  -0.176
C 0.471 -1.114 -3.984  -0.069
C -0.591 -1.288 -4.861  -0.086
C -1.624 -2.161 -4.541  -0.085
C -1.609 -2.855 -3.340  -0.091
C 1.076 -4.719 -0.982  -0.252
C 1.456 -5.476 0.130  -0.127
C 2.621 -6.230 0.125  -0.112
C 3.436 -6.237 -1.004  -0.109
C 3.071 -5.493 -2.117  -0.091
C 1.899 -4.740 -2.104  -0.085
C -1.661 -4.756 -0.019  -0.311
C -2.105 -4.618 1.290  -0.099
C -3.026 -5.519 1.805  -0.080
C -3.517 -6.542 1.002  -0.094
C -3.071 -6.675 -0.306  -0.088
C -2.134 -5.787 -0.816  -0.089
H 1.323 -1.683 -2.098  0.000
H 1.268 -0.414 -4.208  0.105
H -0.628 -0.728 -5.789  0.098
H -2.460 -2.282 -5.219  0.099
H -2.444 -3.486 -3.065  0.095
H 0.827 -5.461 1.012  0.097
H 2.900 -6.811 0.997  0.094
H 4.351 -6.817 -1.013  0.093
H 3.705 -5.492 -2.996  0.098
H 1.628 -4.162 -2.979  0.093
H -1.751 -3.779 1.880  0.105
H -3.376 -5.412 2.825  0.100
H -4.262 -7.225 1.391  0.096
H -3.461 -7.468 -0.933  0.098
H -1.785 -5.888 -1.837  0.107
C 1.382 -2.498 3.218  0.002
N 2.800 -2.114 2.935  -0.149
C 3.378 -3.030 1.911  -0.004
C 3.002 -0.658 2.487  -0.103
C 2.025 0.295 3.098  -0.303
C 2.222 0.690 4.426  -0.085
C 1.297 1.504 5.058  -0.110
C 0.185 1.935 4.342  -0.087
C 0.017 1.556 3.014  -0.131
C 0.927 0.726 2.340  -0.183
H 1.374 -3.529 3.572  0.100
H 0.794 -2.435 2.302  0.056
H 0.966 -1.832 3.967  0.098
H 3.310 -2.226 3.804  0.163
H 2.740 -2.986 1.028  0.086
H 3.400 -4.048 2.295  0.094
H 4.379 -2.697 1.645  0.105
H 2.893 -0.648 1.406  0.027
H 4.035 -0.418 2.741  0.133
H 3.103 0.350 4.972  0.100
H 1.439 1.801 6.091  0.091
H -0.549 2.579 4.817  0.099
H -0.835 1.943 2.457  0.052
O -1.185 2.095 0.254  -0.498
Si -2.710 2.462 0.042  0.410
C -2.853 4.362 -0.037  -0.205
C -1.905 5.123 0.659  -0.097
C -1.956 6.513 0.671  -0.103
C -2.962 7.177 -0.023  -0.118
C -3.908 6.444 -0.729  -0.106
C -3.847 5.053 -0.737  -0.104
C -3.462 1.819 -1.571  -0.212
C -3.022 2.335 -2.798  -0.100
C -3.541 1.881 -4.003  -0.107
C -4.513 0.886 -4.007  -0.115
C -4.944 0.340 -2.804  -0.093
C -4.422 0.803 -1.600  -0.090
C -3.921 1.974 1.422  -0.207
C -5.234 2.453 1.426  -0.099
C -6.137 2.089 2.417  -0.104
C -5.741 1.234 3.439  -0.114
C -4.439 0.750 3.459  -0.093
C -3.543 1.118 2.462  -0.087
H -1.111 4.601 1.189  0.092
H -1.209 7.080 1.217  0.092
H -3.004 8.261 -0.019  0.089
H -4.689 6.960 -1.279  0.092
H -4.583 4.495 -1.311  0.098
H -2.259 3.112 -2.803  0.105
H -3.186 2.298 -4.940  0.091
H -4.929 0.537 -4.945  0.089
H -5.680 -0.456 -2.802  0.097
H -4.753 0.351 -0.670  0.098
H -5.565 3.122 0.635  0.096
H -7.152 2.472 2.395  0.092
H -6.444 0.942 4.210  0.089
H -4.124 0.076 4.248  0.094
H -2.538 0.716 2.472  0.078
O -3.361 -2.401 -0.820  -0.063
N -2.295 -2.050 -0.329  -0.405
O -2.232 -1.017 0.330  -0.149

## Properties
LUMO level, Eh: 0.0657
HOMO, eV: -4.34
Net charge: -1
Maximum force, eV/Å: 1.0
Relative energy (zero: lowest compared OMol25 entry of this formula, charge and spin), kJ/mol: 75.34
HOMO-LUMO gap, eV: 6.13